Formula: C57H69ClN7NiO2Te
Source: OMol25
Level of theory: the ωB97M-V functional and the def2-TZVPD basis

Structure (XYZ):
```
138
Properties=species:S:1:pos:R:3
Te -1.55 1.94 2.14
Ni 0.71 -0.85 0.92
Cl -0.20 -6.90 0.90
O 0.91 -3.58 -4.93
O 1.39 1.41 -0.98
N 0.60 -1.36 -1.13
N 2.96 -0.58 1.38
N -0.28 -1.52 -3.17
N 0.76 -0.99 2.88
N 1.05 -1.40 -3.26
N -0.02 1.00 0.74
N -1.00 -2.46 1.57
C 1.03 -6.07 -2.80
C -5.53 4.19 4.41
C -0.60 2.63 -2.47
C 4.39 -0.48 4.83
C -2.83 2.32 -3.29
C 3.54 -1.84 0.88
C -3.15 4.04 3.99
C 0.24 1.41 -0.48
C 1.58 -2.32 -7.39
C 3.08 -0.58 2.82
C -3.34 2.97 3.12
C -0.52 -1.49 -1.89
C -1.57 2.89 -3.42
C -1.49 -1.70 2.69
C -2.82 -1.59 3.05
C 0.38 4.19 1.48
C 3.11 -4.98 -3.74
C -3.19 -0.80 4.14
C 1.91 -5.63 -0.21
C 1.71 -1.42 -4.53
C -5.71 3.10 3.57
C 3.68 0.56 0.79
C 1.91 -0.86 3.57
C -1.80 4.55 0.49
C -0.94 3.78 1.26
C 0.27 -6.51 -1.73
C -3.12 1.51 -2.21
C 3.28 -0.88 5.57
C -6.70 4.85 5.07
C -4.64 2.49 2.93
C -4.92 1.33 2.01
C 2.07 -1.07 4.96
C -2.04 -2.97 0.68
C -0.04 6.17 0.15
C 4.29 -0.36 3.45
C 3.90 -1.90 -6.58
C 2.65 -5.18 -1.28
C 3.11 -4.21 -6.91
C 2.12 -2.86 -4.97
C -0.89 -0.23 4.52
C 1.32 3.38 2.31
C -4.23 4.64 4.61
C 0.47 7.46 -0.44
C 1.56 -1.28 -2.03
C 2.23 -5.41 -2.59
C -1.34 5.74 -0.06
C 3.14 -3.45 -3.95
C -3.22 4.14 0.24
C 2.68 -2.81 -6.44
C -0.18 -3.59 2.00
C 0.81 5.38 0.92
C -2.15 1.26 -1.26
C -2.22 -0.13 4.86
C -0.89 1.82 -1.38
C 0.72 -6.30 -0.44
C -1.77 4.56 4.28
C -0.49 -1.00 3.42
H 4.74 -2.26 -5.98
H -1.55 -3.40 -0.20
H 3.69 -0.88 -6.29
H -0.14 0.35 5.04
H 3.58 -4.66 -1.10
H 2.79 -5.50 -4.64
H -4.10 1.07 -2.12
H 3.18 0.84 -0.14
H 2.29 -4.92 -6.90
H 1.07 -4.48 -5.23
H -2.51 0.49 5.70
H 4.55 -2.00 1.29
H -2.01 6.34 -0.66
H 2.93 -3.01 -2.97
H 0.78 8.13 0.36
H -5.23 1.70 1.03
H -1.08 3.73 4.40
H -4.02 0.73 1.89
H 0.69 -6.27 -3.81
H -3.58 4.55 -0.70
H -0.67 -7.03 -1.90
H 2.59 -1.07 -1.84
H 1.22 -1.42 5.53
H 1.50 -1.23 -7.38
H 3.93 -4.60 -6.32
H 3.38 -1.04 6.63
H -2.63 -3.76 1.16
H -1.42 5.18 3.45
H -1.77 5.17 5.18
H 0.92 3.23 3.31
H 0.39 3.05 -2.55
H -6.71 2.72 3.41
H 1.80 -2.63 -8.41
H -3.58 2.51 -4.05
H -7.31 5.37 4.33
H 4.13 -5.31 -3.53
H -0.81 -4.40 2.40
H 0.61 -2.74 -7.10
H 2.59 -0.78 -4.47
H 4.73 0.32 0.60
H 0.52 -3.29 2.77
H 5.16 -0.10 2.88
H -2.70 -2.16 0.37
H 3.62 -1.81 -0.20
H 1.00 -1.04 -5.25
H 4.22 -1.90 -7.62
H -3.30 3.06 0.22
H 3.61 1.41 1.46
H 4.14 -3.14 -4.23
H 1.33 7.27 -1.08
H -5.71 0.71 2.42
H -1.51 -1.54 -1.49
H -1.34 3.51 -4.27
H 0.37 -3.97 1.14
H 3.46 -4.15 -7.94
H 5.34 -0.31 5.32
H -4.23 -0.71 4.40
H -3.86 4.51 1.04
H -2.36 0.61 -0.41
H -7.34 4.11 5.56
H 2.29 3.87 2.39
H -4.07 5.48 5.28
H 1.45 2.39 1.86
H -0.31 7.95 -1.02
H 2.26 -5.49 0.80
H -6.37 5.57 5.81
H -3.60 -2.09 2.49
H 1.82 5.71 1.08
H 2.91 -2.69 1.18
```

For the gap between HOMO and LUMO (spin up / spin down), the calculation gives 4.562 / 5.379 eV. The charge is 0. Its spin multiplicity is 2. For the energy above the lowest of the compared OMol25 structures with the same formula, charge and spin, the calculation gives 0.8081 eV. For the HOMO energy (spin up / spin down), the calculation gives -6.202 / -6.435 eV.